{"formula": "C3H4N2O", "method": "ωB97M-V/def2-TZVPD", "symbols": ["O", "N", "N", "C", "C", "C", "H", "H", "H", "H"], "coordinates": [[-0.4670, 0.9759, 2.2927], [0.2476, 1.0279, 1.2965], [1.6682, 1.0804, -0.7696], [-1.3294, -1.6763, -0.6876], [0.8609, 0.9975, 0.3155], [-1.5430, -1.2011, 0.3968], [-1.6712, -0.7276, 1.3530], [1.1903, 1.3992, -1.6027], [-1.1535, -2.1093, -1.6471], [2.1973, 0.2333, -0.9475]], "forces_ev_per_angstrom": [[0.02, 0.03, 0.01], [0.65, -0.02, -1.00], [-0.05, -0.14, 0.01], [-0.12, 0.15, 0.41], [-0.54, 0.05, 0.91], [0.16, -0.13, -0.45], [0.00, -0.10, -0.18], [0.02, 0.00, 0.07], [-0.06, 0.03, 0.15], [-0.09, 0.14, 0.07]], "lowdin_charge": [-0.06, -0.12, 0.10, -0.01, -0.12, -0.01, 0.01, 0.10, 0.01, 0.10], "smiles": "NC#[N+][O-].C#C", "charge": 0, "gap_ev": 9.36, "e_tot_ha": -301.27707}